(1)
C14H25N5O6S | ωB97M-V with the def2-TZVPD basis set

Positions of all 51 atoms, in Å:
C -1.49 1.23 -4.88
N -0.50 1.56 -3.86
C 0.21 0.72 -3.10
O 1.05 1.18 -2.33
C -0.03 -0.81 -3.16
C -0.86 -1.29 -1.96
C -2.35 -0.99 -2.11
C -3.15 -1.49 -0.91
N -3.46 -2.76 -0.83
O -3.49 -0.74 -0.02
N 1.25 -1.52 -3.16
C 1.55 -2.69 -3.74
C 0.49 -3.44 -4.51
O 2.67 -3.15 -3.65
H -1.04 0.61 -5.66
H -2.34 0.71 -4.45
H -1.85 2.16 -5.34
H -0.28 2.53 -3.71
H -0.56 -1.04 -4.08
H -0.48 -0.83 -1.05
H -0.75 -2.38 -1.86
H -2.50 0.09 -2.19
H -2.73 -1.46 -3.01
H -3.18 -3.42 -1.53
H -3.98 -3.03 -0.01
H 2.02 -1.07 -2.69
H 0.91 -4.39 -4.85
H 0.18 -2.86 -5.38
H -0.37 -3.65 -3.87
C 1.57 0.38 0.92
N 2.24 0.47 2.22
S 1.62 -0.51 3.47
O 2.60 -0.48 4.56
O 1.43 -1.86 2.93
C 0.07 0.22 3.97
C 0.34 1.62 4.39
C 0.80 2.04 5.68
C 0.86 3.40 5.63
C 1.28 4.31 6.74
O 0.46 3.82 4.40
N 0.12 2.66 3.63
H 2.04 1.06 0.21
H 1.62 -0.64 0.52
H 0.51 0.66 1.01
H 3.22 0.24 2.15
H -0.62 0.20 3.13
H -0.34 -0.36 4.79
H 1.06 1.40 6.51
H 1.55 3.73 7.63
H 0.47 5.00 6.99
H 2.15 4.89 6.43

Computed properties:
* frontier orbital gap: 9.786 eV
* E_tot: -1671.85949 hartree
* SMILES: CNC(=O)[C@H](CCC(N)=O)NC(C)=O.CNS(=O)(=O)Cc1cc(C)on1
* max |F|: 4.3 eV Å⁻¹


(2)
C14H25N5O6STm | ωB97M-V with the def2-TZVPD basis set

Positions of all 52 atoms, in Å:
O 3.44 3.20 -2.61
H 4.23 3.75 -2.75
Tm 0.76 0.34 -0.29
N 0.25 -1.80 -0.93
N 0.74 -0.02 -2.53
N 0.29 0.20 1.92
N 0.95 2.36 0.64
O 0.09 -2.60 0.08
O -0.01 -1.01 2.60
O 1.15 3.61 -0.01
O 0.68 1.16 -3.03
C 0.21 -1.12 -3.14
C 0.00 -2.19 -2.21
C 0.30 1.31 2.68
C 0.59 2.51 1.94
C -0.44 -3.56 -2.57
H -1.35 -3.86 -2.03
H 0.35 -4.29 -2.33
H -0.63 -3.63 -3.65
C -0.15 -1.08 -4.58
H 0.68 -0.65 -5.16
H -1.03 -0.43 -4.72
H -0.36 -2.08 -4.96
C -0.04 1.31 4.14
C 0.39 3.88 2.49
H 0.15 0.34 4.59
H -1.10 1.57 4.28
H 0.54 2.08 4.67
H 0.20 4.54 1.64
H 1.28 4.25 3.02
H -0.45 3.90 3.19
H 0.01 -1.72 1.90
H 1.26 3.44 -0.97
C 3.87 1.99 -1.97
H 3.30 1.16 -2.40
H 3.61 2.07 -0.90
H 4.95 1.80 -2.07
O 2.70 -0.80 0.43
H 2.96 -0.77 1.36
H 2.73 -1.75 0.16
S -1.93 0.82 -0.46
C -2.66 -0.44 0.41
N -2.88 -0.29 1.76
C -3.26 -1.32 2.57
C -3.54 -2.56 2.01
C -3.40 -2.72 0.62
C -3.03 -1.65 -0.17
H -2.69 0.62 2.17
H -3.31 -1.10 3.63
H -3.86 -3.39 2.66
H -3.57 -3.70 0.16
H -2.96 -1.69 -1.26

Computed properties:
* frontier orbital gap (spin up / spin down): 4.321 / 4.249 eV
* spin multiplicity: 3
* charge: +1
* E_tot: -2756.71687 hartree
* max |F|: 4.6 eV Å⁻¹


(3)
C14H25NO6P | ωB97M-V with the def2-TZVPD basis set

Positions of all 47 atoms, in Å:
C -2.76 2.23 -1.10
C -2.09 2.89 -0.33
P -1.13 3.83 1.06
N -0.22 4.66 2.39
H -3.38 1.52 -1.60
H -0.92 4.92 0.14
H 0.11 3.17 0.62
H -1.42 2.65 1.91
H -2.40 4.42 1.51
H 0.53 4.06 2.71
H -0.84 4.82 3.18
O -1.53 -3.24 2.53
C -2.13 -2.26 2.17
O -1.52 -1.09 1.91
C -2.50 -0.06 1.60
C -3.73 -0.83 1.15
C -3.63 -2.11 1.97
H -2.68 0.53 2.50
H -2.11 0.60 0.83
H -4.65 -0.28 1.30
H -3.65 -1.07 0.08
H -4.10 -2.02 2.95
H -4.02 -2.99 1.46
O -0.51 1.41 -3.18
C -0.46 0.26 -2.89
O -0.54 -0.74 -3.82
C -0.53 -2.02 -3.17
C 0.11 -1.78 -1.81
C -0.32 -0.34 -1.51
H -1.56 -2.37 -3.08
H 0.03 -2.72 -3.79
H -0.19 -2.50 -1.05
H 1.19 -1.81 -1.90
H -1.28 -0.28 -1.02
H 0.42 0.20 -0.92
O 2.24 -1.57 0.89
C 3.25 -1.33 0.30
O 3.30 -1.29 -1.07
C 4.65 -1.08 -1.51
C 5.37 -0.44 -0.32
C 4.63 -1.05 0.86
H 5.08 -2.05 -1.77
H 4.63 -0.45 -2.39
H 6.44 -0.62 -0.33
H 5.20 0.64 -0.34
H 5.07 -2.01 1.17
H 4.56 -0.40 1.72

Computed properties:
* frontier orbital gap: 5.840 eV
* charge: -1
* ΔE to the lowest compared entry with this formula, charge and spin: 0.000 eV
* E_tot: -1395.90207 hartree
* max |F|: 0.5 eV Å⁻¹


(4)
C14H25O3PPtTe4 | ωB97M-V with the def2-TZVPD basis set

Positions of all 48 atoms, in Å:
Pt -0.13 -0.79 -0.78
C -1.80 -3.29 1.25
O -1.50 -1.89 1.13
C -2.64 -1.05 1.33
C -2.15 0.32 1.69
O -1.29 0.85 0.66
C -1.92 1.84 -0.17
C -2.90 1.16 -1.08
O -2.21 0.13 -1.77
C -3.03 -0.51 -2.75
H -2.15 -3.50 2.26
H -0.88 -3.84 1.07
H -2.57 -3.59 0.54
H -3.25 -1.43 2.15
H -3.25 -1.04 0.42
H -1.57 0.27 2.61
H -3.00 0.98 1.85
H -1.12 2.31 -0.73
H -2.42 2.60 0.43
H -3.34 1.89 -1.76
H -3.72 0.72 -0.50
H -3.42 0.21 -3.46
H -3.87 -1.02 -2.26
H -2.42 -1.24 -3.26
Te 0.83 0.98 -2.66
Te 1.65 -0.46 -4.75
Te -0.01 -2.60 -4.64
Te -0.33 -3.08 -2.07
C 1.60 -1.08 2.30
P 1.81 -0.67 0.56
C 3.14 -1.75 -0.02
C 2.46 1.01 0.52
C 3.53 1.34 -0.31
C 3.99 2.65 -0.38
C 3.38 3.64 0.38
C 2.31 3.32 1.21
C 1.85 2.02 1.28
H 0.90 -0.39 2.78
H 2.57 -1.02 2.80
H 1.20 -2.08 2.38
H 4.07 -1.51 0.50
H 3.27 -1.65 -1.09
H 2.86 -2.79 0.20
H 4.04 0.58 -0.88
H 4.83 2.89 -1.02
H 3.74 4.66 0.33
H 1.85 4.09 1.82
H 1.02 1.78 1.94

Computed properties:
* frontier orbital gap (spin up / spin down): 6.625 / 5.602 eV
* spin multiplicity: 5
* charge: +2
* ΔE to the lowest compared entry with this formula, charge and spin: 0.000 eV
* E_tot: -2306.35063 hartree
* max |F|: 0.5 eV Å⁻¹


(5)
C14H25O8P2S2Sb2Zn | ωB97M-V with the def2-TZVPD basis set

Positions of all 54 atoms, in Å:
Zn -0.72 -2.87 0.56
C 2.94 1.69 2.14
Sb 2.02 1.20 0.23
C 3.89 0.96 -0.88
C 1.49 3.53 -0.38
C 0.40 3.64 -1.29
C 0.58 3.73 -2.70
C -0.51 3.90 -3.57
C -1.80 4.07 -3.09
C -2.05 3.97 -1.73
C -0.98 3.69 -0.84
C -1.34 3.42 0.54
Sb -1.84 1.20 0.94
C -3.84 1.21 1.81
C -2.61 0.70 -1.05
H 3.15 2.74 2.19
H 3.84 1.10 2.18
H 2.29 1.42 2.98
H 4.70 1.41 -0.32
H 3.80 1.49 -1.83
H 4.11 -0.10 -1.03
H 2.42 3.84 -0.80
H 1.31 3.94 0.61
H 1.59 3.61 -3.10
H -0.37 3.90 -4.63
H -2.55 4.26 -3.84
H -3.06 4.04 -1.33
H -2.25 3.96 0.90
H -0.56 3.60 1.29
H -4.53 1.35 0.95
H -3.98 1.98 2.56
H -4.05 0.25 2.27
H -2.52 -0.35 -1.29
H -2.02 1.27 -1.74
H -3.65 1.00 -1.20
O 2.90 -1.91 2.68
P 1.90 -2.05 1.42
O 0.49 -2.27 1.90
O 2.13 -0.92 0.46
O 2.40 -3.44 0.82
P 1.73 -4.11 -0.48
O 2.73 -3.87 -1.70
O 1.68 -5.52 -0.11
O 0.47 -3.31 -0.82
H 2.58 -2.52 3.33
H 2.32 -3.53 -2.51
C -0.97 -6.38 1.33
O -1.42 -5.06 1.25
C -2.73 -4.76 1.02
S -3.97 -5.89 1.18
S -2.86 -3.07 0.61
H 0.02 -6.39 0.87
H -1.67 -7.09 0.81
H -1.00 -6.65 2.39

Computed properties:
* frontier orbital gap: 6.291 eV
* charge: -1
* E_tot: -4889.63949 hartree
* max |F|: 3.0 eV Å⁻¹